Density functional theory data (the ωB97M-V functional and the def2-TZVPD basis) for 40 unconnected molecules or ions with the total composition H80O40 in a non-equilibrium geometry.

XYZ file:
```
120
Properties=species:S:1:pos:R:3:forces:R:3
H -4.317254 2.454834 -4.517545 3.6 0.2 -0.8
H -3.191968 1.520282 -4.987633 0.4 -0.6 -0.3
O -3.277173 2.436776 -4.744601 -4.0 0.5 1.1
H -0.471316 -0.109839 3.788755 0.6 -0.6 -0.2
H -0.965583 1.187620 4.452373 -0.2 -0.5 -1.3
O -1.059359 0.615918 3.637322 -0.8 1.3 1.3
H 2.290749 -4.065165 0.403239 -1.2 0.0 0.1
H 0.959085 -3.672161 -0.191177 -1.2 0.8 -1.9
O 1.307140 -4.121117 0.540887 2.3 -1.2 1.3
H 0.823879 -0.436234 -3.673722 0.0 0.2 0.2
H 0.070558 -0.418513 -2.343412 -0.3 -0.1 0.7
O 0.193784 0.077857 -3.146463 0.3 -0.1 -1.3
H -2.819292 1.428176 1.488054 0.6 -0.8 -0.6
H -2.764998 2.171702 0.183484 0.8 -3.3 0.6
O -2.496954 1.207686 0.587288 -1.3 3.8 -0.1
H 1.989550 -4.861925 -1.952631 1.5 0.2 0.1
O 2.931598 -4.559224 -2.054930 -3.3 0.9 -2.9
H 3.278728 -0.108721 -2.049572 -0.2 -0.5 0.8
O 3.141293 0.530819 -2.737595 0.4 0.3 0.0
H -0.161616 -1.221094 1.873637 -0.4 3.5 1.1
H 0.569075 -1.991582 0.893312 0.1 -0.4 0.7
O -0.091013 -2.084527 1.605258 0.2 -2.9 -1.4
H 2.166462 1.713715 0.609792 0.2 -0.3 -0.7
H 2.912396 1.612991 -0.872405 -0.3 0.4 0.9
O 2.817632 2.095848 -0.018075 0.2 -0.1 -0.2
H 0.765348 2.071995 -2.015544 1.0 -0.2 0.2
H -0.577282 1.734867 -2.463254 -0.7 -0.9 -0.5
O -0.073015 2.477168 -2.181901 -0.5 1.9 0.4
H 2.931294 -1.136919 -4.652052 1.5 0.5 -0.3
H 4.070891 -2.081665 -4.627015 0.4 1.6 0.0
O 3.937159 -1.090316 -4.617916 -1.7 -2.3 -0.2
H -3.777627 -0.288162 -3.439883 0.3 -0.2 -0.1
O -4.482865 -0.814696 -3.061475 -1.5 -0.7 -1.1
H -2.780921 -2.540924 -4.200551 -1.8 -2.0 -1.2
H -1.336412 -2.424435 -3.729645 -0.4 0.2 0.2
O -2.189945 -1.973149 -3.798086 2.4 1.8 1.0
H 1.891606 -0.061775 5.630336 0.5 -0.5 0.2
H 1.698428 1.179571 4.948764 0.4 0.7 -0.5
O 2.401842 0.528503 5.051951 -1.1 -0.4 0.6
H -4.097788 -1.284599 1.109370 -0.8 -0.9 0.3
H -4.222386 -2.798349 1.555515 -0.9 1.7 -0.6
O -4.761735 -1.994336 1.271250 1.4 -0.6 0.6
H 2.465162 -4.360024 3.870111 -1.3 0.0 -1.9
H 2.145985 -4.975397 2.288146 -0.7 1.7 -4.2
O 2.246743 -4.996235 3.171539 1.0 -2.3 5.9
H 2.325098 4.971018 -1.857050 -0.3 -0.8 0.7
H 1.806481 4.428650 -3.274139 -1.8 -1.9 -0.7
O 2.354403 4.992870 -2.805934 2.1 2.5 -0.2
H -0.017854 1.538872 1.654524 2.8 -0.5 1.2
H 1.220229 1.715600 2.657578 -0.1 0.6 0.6
O 0.944955 1.208886 1.901886 -2.7 0.3 -1.8
H -0.937082 -2.274283 -1.223510 1.6 0.1 -0.8
O -0.110405 -2.508366 -1.762835 -0.4 -0.9 -0.1
H 0.117965 4.222342 0.933746 -0.7 -0.2 0.3
H -1.356533 4.392969 1.461016 -0.4 1.0 -0.9
O -0.552849 3.892725 1.563105 1.3 -0.9 0.6
H -2.779666 -1.818260 0.005551 -1.3 1.4 -0.4
O -2.291351 -2.605170 -0.095744 2.1 -0.3 0.3
H 1.680242 -3.314813 -3.241206 0.0 0.3 -0.8
H 0.475710 -2.825798 -4.082730 2.2 -0.3 0.0
O 1.482214 -2.823841 -4.066805 -1.7 0.1 0.5
H 0.799812 4.679771 3.514047 -1.7 0.9 -0.9
H 0.607893 3.765720 4.872915 -1.6 0.3 0.3
O 1.124576 4.148844 4.195179 4.5 -1.0 0.4
H -1.786619 4.182622 -2.050851 0.0 -0.3 -0.5
H -3.243641 4.718055 -1.995439 -2.3 0.2 -2.1
O -2.469573 4.607303 -1.528847 2.4 -0.5 1.5
H 0.384232 0.330550 0.116011 -0.7 0.4 0.0
H -1.205109 0.339866 -0.359697 0.5 0.7 0.8
O -0.333519 -0.072249 -0.392011 0.6 -1.1 -0.8
H 0.414538 -0.991454 -5.701165 0.7 0.7 -0.8
H 0.984954 0.480123 -5.853911 0.1 -2.0 -1.1
O 1.087042 -0.474638 -6.211064 -0.9 1.5 1.8
H -0.527125 -1.350814 5.081247 -0.9 -1.2 2.1
H -1.222335 -1.943384 6.509621 0.4 0.5 -1.4
O -0.472488 -1.488329 6.068654 0.5 0.5 -0.6
H -2.501286 -4.690563 -0.317607 -0.8 0.0 1.1
H -1.408906 -5.921270 0.065524 -1.2 1.1 0.0
O -1.716390 -5.179548 -0.492932 2.2 -1.2 -1.2
H -4.586635 -1.277255 3.783585 0.7 -0.9 0.9
H -3.387126 -0.533033 3.849278 1.5 1.2 -0.2
O -3.725113 -1.295902 4.283335 -2.1 -0.4 -0.8
H -0.259821 3.229330 -5.355094 1.1 -1.1 0.3
H 0.601814 2.153295 -4.535323 -0.5 0.6 0.0
O 0.528476 2.628268 -5.379825 -0.6 0.4 -0.1
H 3.207305 4.010621 0.403164 -0.4 2.1 -1.5
H 2.900530 5.593736 0.422067 -0.2 1.0 1.1
O 3.124134 4.881314 -0.141559 0.4 -2.9 0.4
H -1.840942 6.049935 -0.161294 -1.6 -0.9 0.9
O -2.366275 5.757660 0.631161 0.1 0.7 0.8
H 4.529704 0.771929 2.664712 0.2 2.0 0.4
H 4.030544 -0.138276 3.957371 -0.6 1.5 2.0
O 4.302998 -0.023339 3.083541 0.5 -3.2 -2.4
H 0.681631 -1.945189 -1.756745 -1.1 0.0 0.6
H 3.398889 -4.908183 -1.352657 1.5 -1.1 2.4
H -1.454089 -2.333194 0.389687 -0.7 -0.9 0.3
H 3.824141 0.187924 -3.353015 -0.3 0.4 -0.3
H -4.900046 -1.305704 -3.828474 0.8 1.0 1.4
H -3.221426 5.332264 0.403268 1.3 0.6 -0.6
O 4.113002 -4.039387 0.265859 -0.3 1.0 -2.0
H 4.192916 -3.071708 0.213101 0.0 -0.6 0.2
H 4.326492 -4.296847 1.127298 0.7 -0.5 2.2
O 2.639469 -1.118880 1.212537 -1.5 -0.8 -0.7
H 3.031945 -0.804181 2.020408 0.6 0.5 0.8
H 3.326863 -1.113105 0.570759 0.9 0.3 -0.6
O -1.103370 3.277175 4.627318 -2.7 0.0 0.1
H -2.102045 3.264003 4.720264 1.3 -0.3 0.6
H -1.088962 3.671049 3.743110 0.9 -0.2 -0.1
O 2.979396 -2.900522 4.698799 1.4 0.5 -0.3
H 3.368543 -1.986919 4.755952 -0.4 -1.7 -0.3
H 3.579077 -3.476465 4.143087 -0.1 1.8 1.0
O -3.532904 2.827400 3.583552 1.7 2.4 -2.7
H -3.141192 3.669755 3.023374 -1.8 -3.1 1.9
H -2.991585 2.084737 3.222525 -0.4 0.7 0.7
O -4.542017 2.764894 0.175664 0.4 3.4 -2.6
H -5.148436 3.086109 -0.555378 0.8 -1.2 1.7
H -4.864216 2.060444 0.672287 -1.6 -1.8 0.8
O -0.502389 -5.294694 -3.788914 -0.3 -0.3 -2.7
H -1.018018 -4.634110 -3.372983 -0.4 0.5 1.5
H 0.121235 -5.714201 -3.236226 0.6 -0.3 1.3
```
Forces are in eV/Å.

## Properties
HOMO level	-10.315	eV
net charge	0
energy	-83194.8433	eV
spin multiplicity	1



Density functional theory data (the ωB97M-V functional and the def2-TZVPD basis) for 2 unconnected molecules or ions with the total composition C22H52BrN5O7P.

XYZ file:
```
88
Properties=species:S:1:pos:R:3:forces:R:3
C 6.486196 -2.065096 0.107457 -0.5 -0.1 -0.3
C 5.206458 -1.543302 0.724801 0.5 0.0 0.0
O 4.141016 -1.785749 -0.177998 -0.1 0.0 0.0
C 2.911858 -1.303214 0.305650 0.1 -0.2 -0.1
C 1.813636 -1.779097 -0.639555 0.2 0.1 -0.2
C 0.429497 -1.384321 -0.113882 0.1 -0.4 0.6
C 0.150637 -2.137707 1.214007 0.0 0.0 -0.3
C -0.109439 -1.253115 2.442479 -0.2 0.3 0.5
N -0.491877 -2.034100 3.602747 -0.1 0.1 -0.1
N 1.098264 -0.558527 2.833960 0.0 -0.3 -0.3
N -1.238188 -0.348620 2.118559 0.2 -0.2 0.0
N -0.628001 -1.799342 -1.117682 0.0 0.2 0.3
C -2.026340 -1.370318 -0.738760 -0.5 -0.1 -0.1
C -2.422443 0.052737 -1.072379 -0.4 0.2 -0.2
C -3.717683 0.111741 -1.891836 0.2 -0.3 0.1
C -4.387361 1.468909 -1.845691 -0.3 -0.2 0.0
O -5.310196 1.444805 -0.774578 0.0 0.0 0.1
C -6.005803 2.670376 -0.619583 0.3 -0.1 -0.1
C -0.281174 -1.543295 -2.559686 0.3 0.1 -0.5
C 1.049962 -0.824186 -2.804169 -0.2 0.4 0.1
P 1.216334 1.042769 -2.876397 -0.1 -0.2 -0.2
O 0.665580 1.388069 -1.367232 -0.3 0.0 0.1
Br -0.566208 1.470425 -4.211759 -0.2 -0.1 0.1
N 2.154024 -1.338466 -2.011346 -0.4 -0.6 0.3
C 2.803374 -2.430813 -2.743161 0.1 0.0 -0.1
O 3.571863 -1.972790 -3.814285 -0.2 -0.1 -0.3
C 4.472688 -0.958636 -3.507790 0.3 0.0 0.1
O 3.841677 0.281580 -3.696256 0.2 0.2 -0.1
C 4.279860 1.279181 -2.790460 0.0 -0.1 0.0
C 5.731792 1.653037 -2.970195 0.3 0.0 0.1
O 5.955974 2.834320 -2.215589 -0.4 -0.1 -0.1
H 7.351573 -1.769782 0.689862 0.1 0.0 0.1
H 6.439916 -3.148123 0.018151 0.1 -0.1 0.1
H 6.577751 -1.672690 -0.904373 0.2 0.1 0.0
H 5.016891 -2.045700 1.676714 -0.1 0.0 0.1
H 5.298710 -0.470593 0.918779 -0.1 0.1 0.0
H 2.907204 -0.205485 0.309862 0.0 0.1 0.1
H 2.759565 -1.677012 1.318842 -0.1 0.1 0.1
H 1.820694 -2.878957 -0.609513 0.0 -0.1 -0.1
H 0.307842 -0.330452 0.085102 0.0 0.4 -0.5
H -0.749919 -2.744868 1.115202 0.0 -0.1 -0.1
H 0.955385 -2.840579 1.421066 0.1 0.0 0.1
H 0.202688 -2.733179 3.826104 0.0 -0.1 0.0
H -1.397747 -2.466758 3.485159 0.0 -0.2 0.0
H 1.457092 0.032020 2.095261 0.0 0.2 0.1
H 0.914551 -0.011516 3.664299 0.0 0.1 0.1
H -0.912965 0.605106 2.183351 -0.1 0.1 0.0
H -1.961539 -0.442040 2.822249 0.0 0.1 0.1
H -0.651251 -2.811694 -1.016567 0.0 -0.1 -0.1
H -2.146831 -1.524790 0.326053 0.2 -0.1 0.1
H -2.691551 -2.071635 -1.242171 0.1 -0.1 -0.2
H -2.575569 0.624266 -0.159705 0.2 -0.1 0.2
H -1.660757 0.554880 -1.645919 0.4 0.2 -0.1
H -3.516006 -0.191466 -2.920914 0.0 0.1 -0.1
H -4.435982 -0.608776 -1.498681 -0.1 0.0 0.0
H -3.663229 2.277393 -1.704834 0.1 0.1 -0.1
H -4.931830 1.642434 -2.778232 0.0 0.2 -0.1
H -5.422864 3.361381 -0.008221 0.0 0.1 0.1
H -6.952708 2.457505 -0.136518 -0.1 0.0 0.1
H -6.192229 3.135912 -1.587986 -0.1 0.0 -0.1
H -1.081464 -1.023511 -3.074501 -0.2 0.1 0.2
H -0.210632 -2.521815 -3.031658 0.0 -0.1 0.1
H 1.284531 -1.043025 -3.849095 0.1 0.0 -0.1
H 0.661517 2.343170 -1.245275 0.1 0.2 0.2
H 3.407599 -3.026979 -2.066608 0.1 0.1 0.3
H 2.053703 -3.086910 -3.198793 -0.1 -0.1 -0.1
H 5.311096 -1.069530 -4.194872 0.0 0.0 -0.1
H 4.828415 -1.041307 -2.477719 0.0 -0.1 0.1
H 3.656127 2.152236 -2.963913 0.1 0.1 -0.1
H 4.098004 0.948384 -1.760338 0.1 0.0 0.1
H 6.381510 0.848132 -2.616252 0.0 -0.1 0.0
H 5.954152 1.805388 -4.028132 -0.1 0.1 -0.1
H 6.823401 2.785869 -1.824793 0.4 0.1 0.1
C -4.086427 3.727150 2.996155 0.0 0.0 0.1
C -3.394329 2.391396 3.202093 0.0 0.0 -0.2
O -3.301450 1.975445 4.548311 0.2 -0.1 0.0
C -4.532437 1.796805 5.232335 -0.1 0.0 0.1
C -5.441883 0.752107 4.609554 0.1 0.0 -0.1
H -3.589241 4.506983 3.573327 0.0 0.0 0.0
H -4.060069 4.003264 1.941356 0.0 0.0 0.0
H -5.131765 3.696963 3.303542 0.0 0.0 0.0
H -2.359070 2.467040 2.860604 0.0 0.0 0.0
H -3.873359 1.613451 2.592185 -0.1 0.0 0.0
H -5.057041 2.752711 5.331414 0.0 0.0 0.0
H -4.251347 1.486346 6.237708 0.0 0.0 0.0
H -5.767761 1.032361 3.606737 0.0 0.0 0.0
H -6.334259 0.625696 5.221755 0.0 0.0 0.0
H -4.930382 -0.209878 4.543058 0.0 0.0 0.0
```
Forces are in eV/Å.

## Properties
HOMO level	-11.620	eV
net charge	+1
energy	-124764.8935	eV
spin multiplicity	1



Density functional theory data (the ωB97M-V functional and the def2-TZVPD basis) for 3 unconnected molecules or ions with the total composition C4H15NO2 in a non-equilibrium geometry.

XYZ file:
```
22
Properties=species:S:1:pos:R:3:forces:R:3
C -1.191028 -0.814991 -1.696353 1.7 -0.2 -1.2
C -0.461250 -1.454357 -0.510152 2.8 -1.3 -2.7
C 0.894867 -0.743142 -0.204428 -0.7 1.2 -1.0
N 0.479186 0.076315 0.891704 1.1 3.1 3.3
C 1.538343 0.892017 1.627822 -0.7 -0.8 -2.2
H -0.553301 -0.607370 -2.662527 -0.7 -0.8 2.0
H -1.915355 -1.562561 -1.919301 -1.2 -0.1 -0.7
H -1.598961 0.141246 -1.521157 -0.8 1.1 0.5
H -0.948632 -1.535493 0.423813 -1.0 0.2 0.7
H -0.322322 -2.506978 -0.876762 0.3 0.6 0.5
H 1.636981 -1.227286 0.399433 0.8 -1.7 -0.8
H 1.385623 -0.246031 -1.159822 -1.0 -0.8 1.8
H -0.179472 0.828667 0.815816 -1.1 -0.4 -1.3
H 2.478952 0.343281 1.579332 0.3 0.5 -0.3
H 1.496496 1.905445 1.177579 1.0 -0.5 0.2
H 1.315849 0.986421 2.655954 -0.6 0.0 1.2
H -3.165483 -0.005028 3.116580 -0.6 -0.4 -0.3
H -2.878633 0.614789 4.559130 1.0 -0.6 -3.0
O -2.499667 0.464559 3.601911 -0.3 1.0 3.3
H 1.096221 1.618737 -4.099861 0.0 0.3 1.6
H 2.096775 1.138591 -3.102639 0.2 0.0 0.3
O 1.294811 1.693177 -3.096069 -0.3 -0.3 -1.9
```
Forces are in eV/Å.

## Properties
HOMO level (spin up / spin down)	1.081 / -5.166	eV
net charge	-1
energy	-9973.0299	eV
spin multiplicity	2
<S²>	0.750



Q: Number 2 is which compound?
A: C22H52BrN5O7P



Q: net charge of number 1 (H80O40)?
A: 0



Q: What is the energy in the second record?
A: -124764.8935 eV



Q: Which value of energy does entry 1 give?
A: -83194.8433 eV